Record 1
C17H21N5O3S | ωB97M-V/def2-TZVPD

The geometry in ORCA input format:
```
! RIJCOSX wB97M-V def2-TZVPD def2/J DEFGRID3
* xyz 0 1
S 1.03 -3.32 -0.26
O -1.15 3.64 1.47
O -2.72 -2.10 2.64
O -1.51 -0.31 -0.74
N -1.17 -0.42 2.49
N 0.91 -1.03 0.87
N 1.90 -0.94 -0.01
N -0.73 -2.54 1.65
N -1.55 1.60 0.52
C 4.92 -2.99 -0.08
C -0.26 1.93 -2.62
C -1.64 2.54 -2.55
C -2.63 1.21 1.40
C 4.16 -3.28 -1.36
C -2.09 0.67 2.73
C -1.07 0.78 -0.48
C -1.64 -1.67 2.29
C 0.19 2.84 -0.42
C 2.12 -2.00 -0.68
C 0.32 -2.19 0.88
C -0.88 2.80 0.64
C -1.54 3.69 -1.91
C -0.10 3.89 -1.54
C 3.18 -2.15 -1.71
C 0.60 3.20 -2.72
C 0.07 1.51 -1.16
H -3.26 2.09 1.58
H -3.21 0.44 0.89
H -2.33 4.37 -1.63
H 0.44 3.73 -3.66
H 4.24 -2.87 0.76
H 1.16 3.02 0.04
H 3.71 -1.20 -1.79
H -1.10 -3.47 1.52
H -1.56 1.46 3.26
H -2.91 0.30 3.33
H -0.28 -0.21 2.05
H 0.21 4.90 -1.28
H 4.86 -3.40 -2.19
H 5.50 -2.07 -0.18
H 3.60 -4.22 -1.25
H 0.98 0.90 -1.12
H 2.71 -2.37 -2.67
H 1.66 3.03 -2.57
H -2.52 2.05 -2.92
H -0.10 1.15 -3.35
H 5.61 -3.80 0.15
*
```

Output
Frontier orbital gap: 9.646 eV
E_tot: -1558.15493 hartree
Lowest unoccupied orbital energy: 0.5 eV
Relative energy (zero: lowest compared OMol25 entry of this formula, charge and spin): 0.00 kcal per mole

Atomic partial charges in e from the Löwdin method, atoms 1 to 4: S 1.106; O 0.122; O 0.082; O 0.111



Record 2
C17H21NO2 | ωB97M-V/def2-TZVPD

The geometry in ORCA input format:
```
! RIJCOSX wB97M-V def2-TZVPD def2/J DEFGRID3
* xyz 0 1
O -1.76 2.11 1.46
O 0.10 2.17 2.72
N 1.01 0.28 -1.26
C -0.33 -2.30 -1.80
C -1.46 -2.58 -2.55
C 2.08 0.36 -0.40
C -2.73 -2.95 -0.55
C 0.28 1.23 0.60
C -0.58 1.86 1.59
C -2.65 -2.92 -1.93
C -1.41 0.94 -1.33
C -1.60 -2.67 0.21
C 0.95 -1.87 -2.47
C 1.66 0.94 0.76
C -0.41 -2.35 -0.42
C -0.64 2.81 3.75
C 1.04 -0.34 -2.56
C 3.45 -0.10 -0.77
C -0.09 0.81 -0.67
C 0.33 3.33 4.79
H 4.14 0.15 0.04
H -1.34 2.08 4.19
H 0.47 -2.13 0.18
H 0.91 2.52 5.20
H 1.98 -0.07 -3.06
H -1.24 3.62 3.31
H -1.34 1.57 -2.22
H 3.50 -1.18 -0.92
H -1.65 -2.70 1.29
H -1.41 -2.55 -3.63
H 1.01 4.05 4.33
H -3.66 -3.21 -0.06
H 2.25 1.14 1.63
H 0.99 -2.27 -3.49
H -0.22 3.83 5.58
H -2.10 1.40 -0.64
H -1.81 -0.03 -1.63
H 3.80 0.39 -1.68
H 0.21 0.04 -3.15
H 1.80 -2.26 -1.91
H -3.53 -3.14 -2.52
*
```

Output
Frontier orbital gap: 8.700 eV
E_tot: -865.66383 hartree
Lowest unoccupied orbital energy: 0.8 eV
Relative energy (zero: lowest compared OMol25 entry of this formula, charge and spin): 0.00 kcal per mole

Atomic partial charges in e from the Löwdin method, atoms 1 to 4: O 0.090; O -0.012; N -0.021; C -0.249



Record 3
C17H22BN3O4 | ωB97M-V/def2-TZVPD

The geometry in ORCA input format:
```
! RIJCOSX wB97M-V def2-TZVPD def2/J DEFGRID3
* xyz 0 1
O 3.65 0.04 -0.09
O 2.59 -2.13 1.42
O 0.56 1.56 1.48
O 1.29 -3.11 3.21
N 2.02 0.50 -1.63
N 0.86 -0.46 0.67
N -0.77 -0.31 -3.35
C 3.25 0.01 -1.20
C -3.22 1.45 -0.19
C 1.61 0.70 -2.94
C 0.30 -1.17 1.85
C 0.85 0.83 0.57
C -3.12 -0.31 3.06
C -2.88 0.05 1.67
C -1.04 -1.78 1.52
C 1.38 1.45 -0.67
C 0.31 0.07 -3.12
C 4.04 -0.68 -2.32
C -2.02 -0.81 0.90
C -3.47 1.18 1.13
C -2.62 0.57 -1.03
C -3.86 2.70 -0.81
C 5.29 -0.14 -2.40
C -2.03 -0.58 -0.48
B 1.45 -2.21 2.21
H 1.98 -3.78 3.48
H 6.12 -0.62 -2.96
H -1.42 -1.16 -1.10
H -3.61 -1.28 3.23
H -4.90 2.59 -1.18
H -3.76 0.45 3.62
H 1.31 1.74 -3.08
H 3.69 -1.49 -2.91
H 2.27 0.33 -3.75
H 5.50 0.63 -1.69
H -3.21 3.22 -1.57
H -1.01 -2.64 0.82
H 0.88 -1.06 -0.18
H 0.51 1.99 -1.13
H 0.37 -0.55 2.69
H 2.23 2.18 -0.53
H -2.12 -0.36 3.65
H 2.79 -1.32 1.06
H -2.59 0.73 -2.09
H -1.46 -2.22 2.39
H -4.12 1.78 1.73
H -3.89 3.42 0.04
*
```

Output
Frontier orbital gap: 8.698 eV
E_tot: -1151.11862 hartree
Lowest unoccupied orbital energy: 0.3 eV
Relative energy (zero: lowest compared OMol25 entry of this formula, charge and spin): 0.00 kcal per mole

Atomic partial charges in e from the Löwdin method, atoms 1 to 4: O 0.121; O 0.176; O 0.095; O 0.180



Record 4
C17H22Cl2N6O3 | ωB97M-V/def2-TZVPD

The geometry in ORCA input format:
```
! RIJCOSX wB97M-V def2-TZVPD def2/J DEFGRID3
* xyz 0 1
Cl 3.21 -1.27 3.19
Cl 1.26 -2.99 -1.44
O -1.48 -1.82 -0.29
O -2.69 -0.52 -3.38
O -2.75 2.28 -0.16
N -0.84 1.50 -1.18
N -3.38 -0.30 -1.23
N 1.13 1.43 0.13
N -0.91 2.16 1.08
N 1.03 2.17 2.30
N 1.14 0.73 -2.06
C -0.46 -1.12 1.68
C -0.33 -1.70 0.41
C -1.46 1.96 -0.10
C 0.47 1.24 -1.01
C -1.50 -1.75 -1.71
C 0.33 2.74 3.42
C -3.42 2.15 -1.41
C -4.23 0.85 -1.46
C 0.41 1.91 1.14
C 0.94 -2.14 0.04
C 2.47 2.09 2.41
C 0.60 -0.98 2.54
C -2.58 -0.78 -2.20
C 2.03 -1.98 0.89
C 0.57 0.71 -3.39
C 1.85 -1.41 2.13
C 2.56 0.49 -1.97
H -1.45 -0.78 1.97
H 3.00 -2.33 0.58
H 0.83 -0.23 -3.87
H 2.90 3.09 2.48
H 0.97 1.53 -3.99
H -0.73 2.74 3.18
H 2.79 -0.48 -2.42
H 0.46 -0.54 3.51
H 0.67 3.76 3.61
H -1.71 -2.74 -2.13
H -0.56 -1.39 -2.11
H -0.51 0.80 -3.33
H -4.67 0.74 -2.45
H -4.09 3.01 -1.49
H 2.73 1.53 3.31
H -3.10 -0.49 -0.28
H 2.86 1.59 1.54
H -5.01 0.85 -0.70
H -2.69 2.16 -2.22
H 2.85 0.50 -0.93
H 3.12 1.26 -2.51
H 0.51 2.14 4.31
*
```

Output
Frontier orbital gap: 9.294 eV
E_tot: -2135.71756 hartree
Lowest unoccupied orbital energy: 0.7 eV

Atomic partial charges in e from the Löwdin method, atoms 1 to 4: Cl 0.701; Cl 0.757; O -0.048; O 0.067



Record 5
C17H22Cl2O5Sn | ωB97M-V/def2-TZVPD

The geometry in ORCA input format:
```
! RIJCOSX wB97M-V def2-TZVPD def2/J DEFGRID3
* xyz -2 1
Sn 0.93 1.40 0.42
Cl 0.09 3.63 0.81
Cl -1.18 0.33 -0.11
O 1.23 -1.00 2.72
O 0.81 1.23 2.62
O 1.89 -0.28 -0.06
O 2.22 2.14 -0.86
O 0.27 2.45 4.83
C -0.08 -1.25 6.65
C 0.26 1.25 5.42
C 1.71 1.04 -3.55
C -1.36 -2.91 -2.52
C 0.51 0.22 -3.36
C 0.01 -0.08 7.42
C 0.50 -1.18 -3.06
C 0.09 -1.17 5.26
C -0.86 -1.59 -2.96
C 0.83 0.05 3.23
C 0.15 1.17 6.82
C 0.33 0.05 4.64
C -1.31 2.02 -3.74
C -0.84 0.65 -3.49
C -1.68 -0.48 -3.30
C 1.68 -2.04 -2.95
C -3.15 -0.50 -3.46
H 1.51 -2.86 -2.24
H 1.54 -1.01 0.50
H 1.96 1.13 -4.62
H 1.93 -2.48 -3.93
H -0.54 -3.55 -2.17
H -1.74 2.11 -4.75
H -3.60 0.45 -3.17
H -0.28 -2.21 7.10
H -2.07 -2.79 -1.68
H -1.89 -3.42 -3.34
H -3.60 -1.29 -2.85
H 2.56 0.60 -3.02
H 2.46 3.08 -0.80
H -3.40 -0.70 -4.51
H 0.08 -2.05 4.64
H 0.38 2.25 3.84
H 1.59 2.05 -3.12
H -0.05 -0.13 8.51
H -2.09 2.31 -3.01
H 2.54 -1.46 -2.58
H -0.49 2.73 -3.63
H 0.16 2.10 7.39
*
```

Output
Frontier orbital gap: 3.826 eV
E_tot: -2172.00873 hartree
Lowest unoccupied orbital energy: 4.4 eV
Relative energy (zero: lowest compared OMol25 entry of this formula, charge and spin): 0.00 kcal per mole

Atomic partial charges in e from the Löwdin method, atoms 1 to 4: Sn 0.683; Cl -0.045; Cl 0.102; O 0.043



Record 6
C17H22Cl36F3NO3S | ωB97M-V/def2-TZVPD

The geometry in ORCA input format:
```
! RIJCOSX wB97M-V def2-TZVPD def2/J DEFGRID3
* xyz 0 1
Cl -8.99 -2.46 -0.25
Cl -9.34 -0.12 6.17
Cl 15.20 1.43 -6.41
Cl 7.15 3.74 2.77
Cl 3.29 6.34 0.11
Cl 3.63 -0.77 -0.13
Cl -9.69 -4.15 -2.52
Cl 1.13 5.99 2.03
Cl 13.98 0.59 -8.92
Cl 6.24 -0.92 -1.42
Cl 7.40 2.80 -0.46
Cl -0.06 3.24 -2.47
Cl 9.52 0.33 -3.76
Cl -7.41 1.52 4.72
Cl 11.74 3.02 -2.62
Cl 10.19 4.53 -0.68
Cl 0.54 6.92 -0.66
Cl 5.95 -1.69 1.37
Cl 0.53 2.31 0.23
Cl -11.95 1.91 8.27
Cl 5.08 3.72 -1.96
Cl -10.31 -5.02 0.20
Cl -8.57 -8.11 2.27
Cl 11.07 -1.18 -5.71
Cl -10.38 -6.87 4.19
Cl -8.46 -5.23 2.73
Cl 6.20 1.07 3.44
Cl -13.87 0.28 9.73
Cl 12.42 2.11 -6.98
Cl 12.30 -0.35 -3.20
Cl 7.69 3.57 -3.25
Cl -7.53 -1.35 4.26
Cl -12.06 -0.96 7.81
Cl 2.69 2.66 -1.70
Cl 4.52 2.86 1.87
Cl 12.96 3.86 -0.11
S -4.99 -3.25 -1.10
F 0.73 -2.00 -3.69
F -0.32 -0.71 -1.85
F -1.46 -1.06 -4.01
O -5.88 -4.28 -0.35
O -3.36 -3.84 -1.25
O -4.80 -1.83 -0.15
N -5.96 -1.46 0.43
C 1.59 5.89 0.33
C -7.36 0.72 0.95
C 6.83 3.89 -1.74
C 13.70 0.90 -7.20
C 11.47 3.33 -0.90
C -6.13 0.02 0.05
C -12.25 0.33 9.01
C -9.17 -4.13 -0.82
C -1.12 -3.14 -2.43
C 5.38 -0.60 0.10
C -7.72 -0.06 5.45
C 0.99 2.21 -1.48
C 10.80 -0.88 -3.98
C -0.55 -1.66 -2.97
C -2.76 -2.96 -2.29
C 5.73 2.76 3.16
C -8.76 -6.82 3.47
H 5.59 0.43 0.40
H 7.04 4.92 -1.43
H 0.86 1.18 -1.81
H -7.36 0.32 2.07
H -11.52 0.17 9.80
H 1.47 4.86 0.00
H 13.38 -0.03 -6.73
H 10.48 -1.81 -3.51
H -7.26 1.89 0.98
H -3.31 -3.24 -3.30
H -0.57 -3.37 -1.42
H -8.03 -6.97 4.26
H -8.19 -4.62 -0.76
H -5.72 -1.41 1.47
H -6.42 0.17 -1.08
H 5.28 3.14 4.08
H -3.00 -1.82 -2.10
H -8.36 0.40 0.44
H -5.12 0.56 0.34
H 11.14 2.39 -0.43
H -0.81 -3.94 -3.24
H -6.98 -0.22 6.25
*
```

Output
Frontier orbital gap: 9.853 eV
E_tot: -18205.83540 hartree
Lowest unoccupied orbital energy: 0.1 eV

Atomic partial charges in e from the Löwdin method, atoms 1 to 4: Cl 0.531; Cl 0.500; Cl 0.515; Cl 0.508



Record 7
C17H22F3N4O10 | ωB97M-V/def2-TZVPD

The geometry in ORCA input format:
```
! RIJCOSX wB97M-V def2-TZVPD def2/J DEFGRID3
* xyz 1 1
F -3.71 -2.75 1.66
F -3.23 -1.51 -0.06
F -5.22 -1.40 0.84
O 0.06 2.72 -5.11
O 2.03 -2.88 5.51
O 1.99 2.17 -6.12
O 1.24 0.91 -4.46
O -3.55 -0.53 1.93
O 0.70 -4.32 4.42
O -2.38 5.04 -3.01
O -1.05 3.43 -2.27
O 2.81 -4.87 4.93
O -0.87 5.48 -1.40
N 0.40 1.38 -0.25
N 0.42 0.07 -0.27
N -2.10 2.39 2.10
N 1.37 -3.27 1.80
C 1.75 -4.05 4.91
C 1.09 -2.55 0.81
C -0.31 -2.05 0.48
C -2.58 3.93 -3.91
C -0.38 2.13 0.48
C -1.28 0.14 1.42
C -1.29 1.53 1.36
C 3.06 1.27 -5.81
C -2.02 2.77 -3.10
C -3.93 -1.54 1.11
C -1.39 4.74 -2.16
C 2.33 0.18 -5.03
C 3.95 -4.14 5.40
C 1.01 2.01 -5.23
C -0.40 -0.56 0.56
C -2.20 -0.56 2.39
C 3.30 -3.01 6.18
H 3.12 -3.27 7.22
H -2.78 2.32 -2.45
H 4.59 -4.77 6.00
H -0.55 -2.33 -0.55
H -2.21 -0.01 3.33
H 0.54 -3.46 2.37
H -2.50 1.94 2.92
H -1.87 -1.56 2.64
H 2.94 -0.27 -4.25
H 3.84 -2.07 6.13
H -3.63 3.83 -4.15
H -1.03 -2.55 1.12
H 4.50 -3.78 4.53
H 1.90 -2.29 0.13
H 1.05 1.83 -0.89
H -0.32 3.21 0.40
H -1.56 2.00 -3.70
H -2.89 2.72 1.55
H -2.00 4.11 -4.81
H 3.80 1.79 -5.21
H 3.52 0.91 -6.73
H 1.93 -0.60 -5.68
*
```

Output
Frontier orbital gap: 8.210 eV
E_tot: -1931.80974 hartree
Lowest unoccupied orbital energy: -4.6 eV

Atomic partial charges in e from the Löwdin method, atoms 1 to 4: F 0.177; F 0.154; F 0.209; O 0.156



Record 8
C17H22F3NO3 | ωB97M-V/def2-TZVPD

The geometry in ORCA input format:
```
! RIJCOSX wB97M-V def2-TZVPD def2/J DEFGRID3
* xyz 0 1
F 3.64 -3.13 -3.10
F 2.17 -4.57 -3.88
F 3.34 -5.06 -2.09
O 1.10 1.01 -0.59
O -0.80 0.55 -2.46
O 0.50 2.68 0.80
N -0.82 -0.54 1.62
C -0.46 -2.28 -1.63
C -1.95 -0.21 2.50
C -3.08 1.12 -2.06
C 0.96 -2.62 0.30
C 1.90 2.98 0.97
C 2.05 3.91 2.14
C -1.60 1.09 -1.69
C 2.69 -4.05 -2.73
C -1.23 1.66 -0.41
C 0.22 1.73 -0.14
C 1.89 -3.27 -0.50
C -2.10 2.59 0.31
C -0.18 -1.98 -0.27
C 0.51 -0.37 2.21
C 0.45 -2.94 -2.43
C -1.07 -1.09 0.44
C 1.64 -3.41 -1.87
H -2.91 2.06 0.83
H 0.77 -1.24 2.83
H -1.50 3.14 1.05
H 1.13 -2.59 1.37
H 2.27 3.46 0.05
H 0.26 -3.09 -3.50
H 2.80 -3.67 -0.08
H 1.68 3.45 3.07
H 0.47 0.51 2.85
H -2.45 -1.13 2.84
H -3.73 1.54 -1.29
H -2.11 -1.04 0.09
H -3.41 0.10 -2.29
H 1.27 -0.22 1.43
H 3.11 4.14 2.29
H -3.19 1.71 -2.98
H -2.68 0.40 1.96
H 2.45 2.04 1.13
H -2.57 3.33 -0.36
H 1.52 4.85 1.98
H -1.57 0.34 3.36
H -1.39 -1.92 -2.07
*
```

Output
Frontier orbital gap: 5.048 eV
E_tot: -1240.99035 hartree
Lowest unoccupied orbital energy: -1.5 eV
Relative energy (zero: lowest compared OMol25 entry of this formula, charge and spin): 0.00 kcal per mole

Atomic partial charges in e from the Löwdin method, atoms 1 to 4: F 0.126; F 0.120; F 0.115; O 0.050